Below is a molecular structure, C22H15MnN3O7S5 in a non-equilibrium geometry, with properties calculated with ωB97M-V with the def2-TZVPD basis set.

```
53
C22H15MnN3O7S5 ωB97M-V with the def2-TZVPD basis set
C -0.85 -3.79 4.65
O -2.38 1.38 0.93
C 0.14 4.57 1.98
C -1.19 -2.84 3.53
O 0.54 4.91 4.20
C 0.65 2.47 0.91
S 2.14 -1.50 -1.99
N -0.54 -0.28 -3.00
H -3.72 -0.82 2.47
C 0.24 3.01 -0.37
C -0.38 -1.10 -4.04
H 0.90 2.86 3.00
C 3.32 -0.98 -3.15
S -2.34 0.12 0.23
S 2.16 1.48 -3.40
H 0.02 -4.40 4.40
C -0.61 -1.69 1.48
H 1.30 0.74 2.02
H -0.65 -3.02 -4.93
C -0.29 5.11 0.75
H -1.70 -3.96 -2.85
S 4.61 0.55 -4.89
O 0.32 2.36 -1.44
H 0.67 -3.08 2.49
N 0.14 5.38 3.15
C -0.29 -2.58 2.50
Mn 0.71 0.44 -1.66
O -3.59 -0.39 -0.29
H -0.62 -3.24 5.56
O 1.40 0.37 0.07
H -2.00 -2.48 -0.88
H -0.60 4.75 -1.33
O -0.29 6.53 3.07
C 1.13 1.14 1.01
H 0.10 -1.49 0.69
H 0.11 -0.65 -4.90
C -1.39 -2.92 -2.89
H -1.69 -4.45 4.86
C 3.31 0.24 -3.73
C -0.26 4.35 -0.38
N -1.21 0.16 -0.87
C -2.76 -1.32 2.50
C 0.59 3.26 2.05
C -2.43 -2.20 3.52
C 5.40 -1.01 -4.79
H -0.64 6.13 0.73
C -1.55 -2.11 -1.80
C -1.85 -1.07 1.49
S 4.60 -2.08 -3.63
C -0.80 -2.41 -4.05
H -3.14 -2.40 4.32
C -1.12 -0.77 -1.87
O 6.38 -1.33 -5.44
```

Results
Total charge   -2
Multiplicity   2
Orbital gap (alpha / beta)   4.739 / 4.677 eV
LUMO (alpha / beta)   4.045 / 4.045 eV
Highest occupied orbital energy (alpha / beta)   -0.695 / -0.632 eV

Atom charges from the Löwdin analysis, given in e for atoms 1 to 6: C -0.066; O -0.297; C -0.181; C -0.288; O 0.016; C -0.114

---

Below is a molecular structure, C22H16Cl2FeINO4S3 in a non-equilibrium geometry, with properties calculated with ωB97M-V with the def2-TZVPD basis set.

```
50
C22H16Cl2FeINO4S3 ωB97M-V with the def2-TZVPD basis set
C -3.07 0.44 -3.42
H -2.55 3.88 -0.32
O -0.81 -2.22 -0.69
H -1.53 6.21 -0.98
C 0.34 5.19 -1.34
C -2.20 1.18 3.15
C 3.55 -1.36 1.07
Cl 5.34 -1.58 -0.93
H 4.04 -0.89 4.45
H -3.26 -2.02 -1.08
C -0.62 3.01 -0.74
C 1.91 -1.09 2.94
C 5.60 -0.98 3.00
C -1.56 1.24 0.76
H -2.83 -0.44 0.31
C -0.97 5.28 -0.99
S -1.16 2.14 2.18
H 6.96 -1.12 1.34
C -0.91 -4.22 -1.98
S -0.54 0.40 -3.04
Cl 6.86 -0.75 4.16
C -2.45 0.25 1.05
C 5.93 -1.15 1.65
H -3.40 -3.51 -1.94
H -2.31 1.39 4.20
C 4.94 -1.34 0.73
O 0.46 0.92 -0.45
H -4.05 0.34 -3.88
H 1.00 5.98 -1.64
C 4.29 -1.01 3.40
C -1.91 0.10 -4.04
I -1.25 -5.92 -0.71
O 2.66 -1.55 0.18
Fe 0.72 -0.93 0.15
H 1.81 -1.00 4.03
H -1.37 -4.44 -2.94
C -0.80 1.51 -0.53
C -2.86 0.95 -2.11
H -3.65 1.30 -1.46
H 0.16 -4.11 -2.08
H -1.78 -0.30 -5.03
S 0.92 3.58 -1.25
C -1.53 4.02 -0.64
O 0.87 -1.08 2.27
C 3.25 -1.18 2.46
H -3.54 -0.48 2.84
C -1.54 0.99 -1.76
C -1.51 -3.01 -1.32
C -2.83 0.23 2.42
N -2.83 -2.85 -1.45
```

Results
Multiplicity   5
Orbital gap (alpha / beta)   7.491 / 7.518 eV
LUMO (alpha / beta)   -0.531 / -0.544 eV
Highest occupied orbital energy (alpha / beta)   -8.021 / -8.062 eV

Atom charges from the Löwdin analysis, given in e for atoms 1 to 6: C -0.198; H 0.116; O -0.030; H 0.098; C -0.415; C -0.407

---

Taking the records one at a time from the top gives energy relative to the best compared isomer or geometry (same formula, charge and spin) values of 42.5; 0.0 kcal/mol.